Formula: C2H10O5
Source: the Open Molecules 2025 dataset
Level of theory: ωB97M-V with the def2-TZVPD basis set

Results
Frontier orbital gap = 10.39 eV
E_HOMO = -9.94 eV
LUMO level = 0.45 eV
SMILES = CC(=O)O.O.O.O
Electronic energy = -458.4014 Eh
Relative energy (zero: lowest compared OMol25 entry of this formula, charge and spin) = 1.102 eV

Cartesian coordinates (Å):
O (0.942, -1.403, -1.783)
O (-0.811, -0.812, -0.252)
O (-1.450, 0.888, -2.197)
O (-1.130, 1.007, 0.856)
O (1.534, 1.438, 0.391)
C (-0.188, -0.863, 2.116)
C (-0.724, -0.142, 0.885)
H (-1.091, -0.354, -1.074)
H (-1.006, 1.075, -3.018)
H (-1.133, 1.437, -1.485)
H (0.941, 2.114, 0.079)
H (-0.769, -0.495, 2.974)
H (2.331, 1.898, 0.655)
H (-0.217, -1.948, 2.209)
H (1.551, -1.163, -1.093)
H (0.822, -0.558, 2.170)
H (0.400, -2.119, -1.433)

Here are the Löwdin charges for atoms 1 to 2, given in e: -0.056, 0.045